No. 1
Below is a cluster of 3 separate species, C19H30B2IN2O10P in total, with properties calculated with wB97M-V/def2-TZVPD.

Element x y z (Å)
C  5.66016  -3.88388  1.40362
C  5.47561  -2.37041  1.37520
O  4.54180  -1.93202  0.37411
B  3.26520  -1.75438  0.78954
O  2.70912  -2.59509  1.74128
N  2.48937  -0.64547  0.15643
C  1.55559  0.05798  0.98790
O  1.77447  1.08514  1.53478
C  0.29042  -0.76802  0.92388
C  -0.79710  -0.83934  1.76598
I  -0.90908  0.44672  3.41312
C  -1.82087  -1.75815  1.50020
B  -3.07797  -1.79446  2.49641
N  -4.40010  -1.41035  1.99482
O  -2.91837  -2.17695  3.80582
C  -1.74030  -2.59532  0.38280
C  -2.83467  -3.60524  0.14659
C  -0.63495  -2.50534  -0.49753
P  -0.33518  -3.50682  -1.98757
O  1.00493  -4.07766  -1.93273
O  -0.48971  -2.50432  -3.22523
O  -1.43728  -4.64195  -2.16916
C  0.35970  -1.57741  -0.19072
C  1.67024  -1.22187  -0.89851
O  1.97864  -1.30304  -2.02385
H  5.33882  -4.33906  0.47403
H  6.71397  -4.09545  1.56000
H  5.12315  -4.32447  2.23609
H  5.19285  -2.01560  2.36347
H  6.41770  -1.89643  1.12394
H  2.37499  -3.39529  1.31876
H  -4.38290  -1.50303  0.98364
H  -4.52259  -0.40827  2.14550
H  -3.38752  -3.00433  3.96228
H  -2.43861  -4.58841  -0.06297
H  -3.47040  -3.72293  1.01864
H  -3.49121  -3.27369  -0.65965
H  -1.24468  -1.91482  -3.08789
H  -2.31749  -4.26403  -2.30085
C  1.94790  2.52574  -3.14828
C  1.77561  1.90925  -1.76363
C  1.53225  3.12643  -0.90768
O  0.88185  4.10593  -1.72642
C  0.95216  3.68309  -3.09685
H  1.76020  1.83523  -3.96864
H  2.96355  2.91255  -3.25386
H  0.88767  1.26707  -1.73710
H  2.62682  1.32590  -1.42295
H  2.47579  3.55596  -0.55410
H  0.90931  2.90694  -0.04184
H  -0.04748  3.35675  -3.40594
H  1.24716  4.52795  -3.71951
C  -1.80621  4.29806  0.51978
C  -3.01517  5.11413  0.07322
C  -4.04798  4.02436  -0.17665
O  -3.74921  2.96745  0.73956
C  -2.46356  3.19112  1.33107
H  -1.07890  4.86807  1.09577
H  -1.30058  3.88530  -0.35268
H  -3.34676  5.76891  0.88276
H  -2.82716  5.72792  -0.80603
H  -3.97144  3.63210  -1.19698
H  -5.07198  4.36217  -0.01222
H  -2.61119  3.49485  2.37439
H  -1.90842  2.25018  1.33263

Computed properties:
- largest force on an atom (hartree/bohr) = 0.0410
- highest occupied orbital energy (eV) = -9.32
- structure (SMILES) = CCOB(O)N1C(=O)c2c(I)c(B(N)O)c(C)c(P(=O)(O)O)c2C1=O.C1CCOC1.C1CCOC1

How positive or negative is each atom? The Mulliken charges in e answer that:
1. C -1.124
2. C -0.191
3. O -0.525
4. B 0.570
5. O -0.449
6. N 0.052
7. C -0.193
8. O -0.536
9. C 0.716
10. C -0.900
11. I 0.078
12. C 0.822
13. B 0.673
14. N -0.647
15. O -0.617
16. C 1.521
17. C -3.041
18. C 0.623
19. P 1.257
20. O -0.669
21. O -0.552
22. O -0.602
23. C -0.287
24. C -0.747
25. O -0.461
26. H 0.287
27. H 0.361
28. H 0.264
29. H 0.273
30. H 0.410
31. H 0.303
32. H 0.259
33. H 0.308
34. H 0.313
35. H 0.642
36. H 0.450
37. H 0.453
38. H 0.419
39. H 0.339
40. C -0.678
41. C 0.357
42. C -0.117
43. O -0.436
44. C -0.477
45. H 0.317
46. H 0.321
47. H -0.313
48. H 0.252
49. H 0.216
50. H 0.097
51. H 0.239
52. H 0.341
53. C -0.263
54. C -0.729
55. C -0.470
56. O -0.433
57. C 0.549
58. H 0.504
59. H -0.025
60. H 0.287
61. H 0.365
62. H 0.258
63. H 0.323
64. H 0.260
65. H -0.593

***

No. 2
Below is a structure of composition C19H30Br2CaClF4KN2O5P, with properties calculated with wB97M-V/def2-TZVPD.

Element x y z (Å)
C  -5.96733  -2.32107  3.89679
C  -4.63375  -1.97982  4.71323
O  -4.16799  -2.91380  5.40317
O  -4.05093  -0.68243  4.70539
C  -2.75441  -0.58419  4.05276
C  -1.48691  -1.11771  4.93805
C  -0.03587  -0.62549  4.32736
C  0.33484  -1.30213  2.88713
C  1.39416  -0.29164  2.24491
C  2.29163  -0.81243  1.01556
C  2.06108  -2.30421  0.50435
C  0.70739  -2.57236  -0.28810
C  0.75419  -2.21787  -1.85034
C  2.01109  -2.91599  -2.56779
N  2.97101  -3.38491  -3.05510
C  0.97168  -0.63424  -2.13762
C  0.00123  0.28060  -1.30042
N  -0.57635  0.77909  -0.40341
P  0.78152  -0.13166  -3.94955
O  -0.61994  0.46686  -4.23538
C  -0.51993  -2.80976  -2.63901
F  -0.17584  -3.20087  -3.97010
F  -1.58259  -1.91926  -2.71483
F  -0.99071  -3.96995  -2.01248
H  -6.28118  -3.40662  4.09816
H  -6.85421  -1.57335  4.29077
H  -5.82296  -2.21767  2.77417
H  -2.58267  0.50121  3.70900
H  -2.78159  -1.20882  3.10533
H  -1.50646  -2.31193  5.08494
H  -1.60162  -0.64231  5.98698
H  -0.09896  0.51472  4.24479
H  0.72766  -0.93254  5.12761
H  -0.61648  -1.27658  2.28330
H  0.71613  -2.33600  3.12201
H  2.11646  0.06205  3.06663
H  0.85475  0.65106  1.87439
H  3.38094  -0.77061  1.38128
H  2.23063  -0.02519  0.18877
H  2.05794  -3.02540  1.39554
H  3.00562  -2.59039  -0.08434
H  -0.18425  -1.99324  0.14314
H  0.44050  -3.67333  -0.10482
H  2.07346  -0.45140  -1.87236
H  1.69920  0.96243  -4.15672
H  1.12633  -1.17504  -4.86125
Ca  -0.39449  1.87123  5.42451
Br  -1.85871  -3.06644  3.66484
O  2.78753  2.24235  -5.16236
C  2.50814  3.39572  -4.96696
O  3.46691  4.27313  -4.60221
C  3.27950  5.68707  -4.55241
C  2.71489  6.10371  -3.20742
C  1.08001  3.86235  -5.02104
H  2.67197  6.03809  -5.38854
H  4.26784  6.13229  -4.68368
H  1.72669  5.67097  -3.03610
H  2.63111  7.19358  -3.14478
H  3.35753  5.75314  -2.39837
H  0.61669  3.72253  -4.04234
H  0.54792  3.25660  -5.75582
H  0.97015  4.89704  -5.34167
Br  -7.94405  -0.41046  3.72799
K  3.12110  6.87240  -1.01042
F  -2.30999  -4.53466  1.67152
Cl  -2.22679  -4.89718  -0.49269

Computed properties:
- largest force on an atom (hartree/bohr) = 0.1665
- highest occupied orbital energy (eV) = -2.65
- total charge = -1

How positive or negative is each atom? The Mulliken charges in e answer that:
1. C -0.890
2. C 0.833
3. O -0.573
4. O -0.366
5. C -0.653
6. C -0.427
7. C 0.208
8. C -0.506
9. C -0.912
10. C -0.357
11. C -0.860
12. C -0.750
13. C 1.014
14. C -0.335
15. N -0.611
16. C -0.075
17. C -0.141
18. N -0.586
19. P 0.579
20. O -0.665
21. C 0.828
22. F -0.276
23. F -0.233
24. F -0.234
25. H 0.272
26. H 0.224
27. H 0.230
28. H 0.191
29. H 0.436
30. H 0.280
31. H 0.332
32. H -0.198
33. H 0.485
34. H 0.111
35. H 0.376
36. H 0.276
37. H 0.335
38. H 0.440
39. H -0.084
40. H 0.415
41. H 0.431
42. H 0.243
43. H 0.390
44. H 0.706
45. H -0.046
46. H 0.113
47. Ca 0.015
48. Br -0.182
49. O -0.593
50. C 0.792
51. O -0.376
52. C -0.522
53. C -1.218
54. C -1.026
55. H 0.383
56. H 0.331
57. H 0.514
58. H 0.361
59. H 0.351
60. H 0.259
61. H 0.325
62. H 0.381
63. Br -0.818
64. K 0.789
65. F -0.471
66. Cl -0.263

***

No. 3
Below is a structure of composition C19H30Br2N4O3RuSi2, with properties calculated with wB97M-V/def2-TZVPD.

Element x y z (Å)
Ru  0.13319  -1.09015  0.11618
Br  -2.97929  -2.25233  1.13253
C  -2.10405  -1.24774  2.47538
C  -2.72012  -0.96740  3.68244
C  -2.00022  -0.22634  4.60687
C  -0.71486  0.19681  4.30556
C  -0.18776  -0.13683  3.07217
N  -0.87941  -0.84827  2.17595
C  1.21190  0.26819  2.63648
O  1.90400  0.94381  3.35631
O  1.54661  -0.19423  1.47301
H  -3.72066  -1.31229  3.88583
H  -2.44796  0.01856  5.55929
H  -0.11502  0.77512  4.99048
Br  4.30143  -4.74461  -1.37156
C  2.96192  -4.36120  -0.11063
C  3.03093  -4.85105  1.18419
C  2.01234  -4.52473  2.06239
C  0.98627  -3.70712  1.62557
N  0.92878  -3.22499  0.37998
C  1.89603  -3.55929  -0.47869
H  3.85822  -5.47201  1.49346
H  2.01557  -4.89247  3.07690
H  0.17536  -3.42220  2.28426
H  1.81782  -3.16301  -1.48488
N  3.61173  -0.13186  -0.51110
C  2.86007  -0.39625  -1.57596
N  3.44314  -0.39778  -2.79354
O  1.63702  -0.65686  -1.50319
H  4.57607  0.13197  -0.60878
H  3.15482  -0.07347  0.39765
H  4.41754  -0.19700  -2.92779
H  2.87109  -0.60202  -3.59339
C  -3.80994  0.57112  -1.84024
Si  -1.98042  0.60071  -2.22820
C  -1.68866  1.52520  -3.82025
C  -1.35332  -1.16599  -2.50585
C  -1.06725  1.38155  -0.80647
Si  -0.59562  3.14164  -0.36737
C  -1.69074  3.65553  1.06324
C  1.20060  3.11311  0.16555
C  -0.84314  4.29069  -1.81719
H  -4.36801  0.21059  -2.70358
H  -4.16648  1.57434  -1.61270
H  -4.04950  -0.06706  -0.99132
H  -2.15355  0.98238  -4.64323
H  -0.63030  1.63331  -4.04704
H  -2.13031  2.51758  -3.79329
H  -2.11631  -1.77995  -2.98444
H  -1.07679  -1.74220  -1.59734
H  -0.46175  -1.15734  -3.13185
H  -0.81905  0.75759  0.07124
H  -1.57113  2.98523  1.91523
H  -2.74224  3.65885  0.78102
H  -1.43204  4.65987  1.39798
H  1.32118  2.73834  1.18265
H  1.62033  4.11785  0.13536
H  1.80127  2.48387  -0.49210
H  -1.89187  4.36301  -2.09893
H  -0.27862  3.97595  -2.69176
H  -0.50884  5.29326  -1.55251

Computed properties:
- largest force on an atom (hartree/bohr) = 0.0124
- highest occupied orbital energy (alpha / beta) (eV) = -11.08 / -11.92
- multiplicity = 6
- total charge = +1
- ⟨S²⟩ = 8.7612

How positive or negative is each atom? The Mulliken charges in e answer that:
1. Ru 0.347
2. Br -0.068
3. C -0.153
4. C -0.655
5. C -0.410
6. C -0.628
7. C 0.312
8. N 0.547
9. C 0.151
10. O -0.652
11. O -0.278
12. H 0.496
13. H 0.457
14. H 0.562
15. Br -0.127
16. C -0.328
17. C -0.075
18. C -0.938
19. C -0.035
20. N -0.187
21. C -0.323
22. H 0.473
23. H 0.427
24. H 0.454
25. H 0.693
26. N -0.234
27. C 0.349
28. N -0.427
29. O -0.109
30. H 0.155
31. H 0.208
32. H 0.169
33. H 0.237
34. C -0.998
35. Si 0.004
36. C -1.114
37. C -0.777
38. C 1.088
39. Si 0.130
40. C -1.057
41. C -0.825
42. C -1.056
43. H 0.349
44. H 0.332
45. H 0.245
46. H 0.378
47. H 0.312
48. H 0.333
49. H 0.489
50. H 0.142
51. H 0.253
52. H -0.411
53. H 0.310
54. H 0.324
55. H 0.367
56. H 0.223
57. H 0.457
58. H 0.089
59. H 0.295
60. H 0.334
61. H 0.373

***

Among the records above, which one has the highest largest force on an atom?
C19H30Br2CaClF4KN2O5P

***

What is the formula in the second record?
C19H30Br2CaClF4KN2O5P

***

Which value of largest force on an atom does entry 2 give?
0.1665 hartree/bohr